C30H37Cl4N7O6Zr | ωB97M-V/def2-TZVPD

Computed properties:
LUMO energy: -6.403 eV
Energy: -105785.9914 eV
Strongest force on any atom: 3.5 eV Å⁻¹
Net charge: +2
Orbital gap: 5.0 eV

The geometry in XYZ format:
```
85
Properties=species:S:1:pos:R:3:mulliken_charge:R:1
Zr -2.013 -0.592 -1.429 1.82
O -2.344 -2.504 -1.243 -0.93
C -2.476 -3.422 -2.410 -0.57
C -1.971 -2.736 -3.647 0.51
C -2.293 -3.149 -4.976 -0.88
C -1.890 -2.368 -6.090 -0.53
C -0.968 -1.308 -5.835 -0.65
C -0.686 -0.958 -4.552 -0.34
N -1.276 -1.551 -3.473 0.18
H -0.982 -2.781 -0.007 0.50
H -3.533 -3.595 -2.406 0.36
H -1.936 -4.330 -2.170 0.44
H -2.831 -4.066 -5.181 0.48
H -2.161 -2.578 -7.083 0.57
H -0.472 -0.764 -6.646 0.46
H -0.031 -0.111 -4.285 0.47
Cl -6.649 0.931 -3.198 -0.12
C -4.897 1.336 -3.655 0.03
Cl -4.599 0.781 -5.331 -0.10
C -3.955 0.622 -2.767 0.95
O -2.727 1.156 -2.646 -0.62
O -4.185 -0.541 -2.261 -0.64
H -4.749 2.409 -3.726 0.36
C -1.796 4.703 2.102 -1.08
N -2.067 3.641 1.133 0.09
C -2.693 2.410 1.608 -0.43
C -2.021 1.453 0.630 0.66
O -2.678 0.330 0.337 -0.88
N -1.028 1.987 -0.053 -0.22
C -1.094 3.339 0.229 0.24
N -0.380 4.298 -0.467 -0.32
H -2.746 4.745 2.684 0.39
H -1.660 5.699 1.626 0.37
H -0.932 4.608 2.777 0.35
H -3.791 2.386 1.551 0.34
H -2.399 2.121 2.613 0.36
H 0.189 3.996 -1.284 0.24
H -0.567 5.292 -0.342 0.22
C 0.053 -0.857 8.019 -1.49
C -0.438 0.298 7.217 1.63
C 0.710 1.315 6.962 -1.65
C -1.626 0.913 7.994 -1.69
N -0.929 -0.099 5.897 -0.17
N -1.797 -1.236 6.062 -0.61
H 0.785 -0.495 8.753 0.43
H 0.576 -1.633 7.417 0.33
H -0.676 -1.372 8.684 0.33
H 0.880 1.922 7.843 0.40
H 0.481 1.976 6.038 0.24
H 1.675 0.790 6.835 0.40
H -1.297 1.330 8.946 0.41
H -2.395 0.188 8.296 0.49
H -2.015 1.804 7.386 0.29
H -0.159 -0.437 5.312 0.24
H -2.166 -1.511 5.139 0.24
H -2.578 -0.896 6.620 0.18
Cl 4.366 -3.873 -3.615 -0.21
C 3.949 -2.376 -4.427 0.41
C 3.887 -2.336 -5.823 -0.52
C 3.507 -1.137 -6.447 -0.68
C 3.113 -0.045 -5.649 -0.61
C 3.290 -0.084 -4.260 0.79
Cl 2.999 1.367 -3.432 -0.12
C 3.543 -1.304 -3.618 -0.58
N 3.227 -1.534 -2.232 0.20
C 3.740 -0.702 -1.190 -0.28
C 4.869 0.083 -1.313 0.17
C 5.237 1.018 -0.340 -0.71
C 4.454 1.184 0.791 -0.67
C 3.299 0.405 0.962 -0.98
C 2.947 -0.600 0.049 0.84
C 1.973 -1.635 0.560 -1.33
C 0.631 -1.681 -0.087 0.83
O -0.034 -2.763 0.395 -0.49
O 0.110 -0.855 -0.901 -0.47
H 4.255 -3.160 -6.414 0.45
H 3.501 -1.152 -7.525 0.46
H 2.791 0.918 -6.061 0.45
H 3.251 -2.543 -2.022 0.35
H 5.519 -0.018 -2.196 0.43
H 6.230 1.481 -0.263 0.39
H 4.747 1.871 1.598 0.39
H 2.668 0.633 1.830 0.39
H 1.749 -1.414 1.619 0.55
H 2.385 -2.639 0.460 0.44
```

=====

C2H3NO3 | ωB97M-V/def2-TZVPD

Computed properties:
LUMO energy: -1.564 eV
SMILES string: C#C[N+](=O)[O-].O
Energy: -9748.9373 eV
Strongest force on any atom: 3.4 eV Å⁻¹
Net charge: 0
Orbital gap: 9.8 eV

The geometry in XYZ format:
```
9
Properties=species:S:1:pos:R:3:mulliken_charge:R:1
C -0.032 1.716 -0.791 -0.23
C 0.510 0.838 -0.165 0.01
N 1.173 -0.110 0.547 0.58
O 1.593 -1.003 -0.211 -0.36
O 1.437 0.056 1.724 -0.49
H -0.666 2.424 -1.223 0.45
O -1.612 -1.151 -0.201 -0.66
H -1.749 -1.850 0.457 0.30
H -0.653 -0.921 -0.136 0.40
```

=====

HOMO energy in Ha, matching the order above: -0.4194, -0.4193
Molar mass in g mol⁻¹, matching the order above: 824.7, 89.0